C6H9NOS | ωB97M-V with the def2-TZVPD basis set

Atoms and positions in Å:
C 0.523797 -2.391577 -0.047717
C 0.663329 -0.951743 0.024411
C -0.220372 0.129025 0.009000
C -1.715199 0.040208 0.055987
N 0.344837 1.340739 0.106810
C -0.332980 2.591437 -0.009630
S 2.071207 1.284802 0.097680
C 2.055700 -0.538933 -0.094276
O 3.060429 -1.214931 -0.089019
H 0.864664 -2.850211 -0.994816
H -0.490675 -2.926359 0.097234
H 1.183863 -3.076177 0.720489
H -2.183782 -0.072942 -0.919489
H -2.271260 0.906194 0.512142
H -1.959733 -0.829941 0.641681
H 0.366525 3.450718 -0.116726
H -1.026631 2.483382 -0.959731
H -0.933727 2.626317 0.965969

Atoms 1-3, force components in eV/Å:
C -0.72 -5.32 1.28
C 0.50 1.80 -0.67
C 0.17 -1.13 0.67

Its calculated total energy is -20739.4785 eV. Its frontier orbital gap is 8.5 eV. Its energy relative to the best compared isomer or geometry (same formula, charge and spin) is 0.181 eV. As for the HOMO energy: -0.29379 Eh. As for the SMILES: Cc1c(C)n(C)sc1=O. As for the net charge: 0.

***

C4H12 | ωB97M-V with the def2-TZVPD basis set

Atoms and positions in Å:
C -0.773881 0.005202 -1.811700
C -1.715313 -1.158200 -2.157116
H 0.108791 -0.362250 -1.362350
H -0.505360 0.530986 -2.720746
H -1.192616 0.637834 -1.062985
H -2.594455 -0.743112 -2.556161
H -1.970294 -1.759485 -1.280203
H -1.354462 -1.735087 -2.971669
C 0.987297 -0.023428 1.567035
C 1.500484 1.140893 2.409421
H -0.019295 0.139968 1.241216
H 1.564906 -0.121290 0.672300
H 1.071529 -0.928757 2.197701
H 1.446412 2.082616 1.780984
H 2.529984 0.965020 2.624070
H 0.916280 1.329089 3.430197

Atoms 1-3, force components in eV/Å:
C -0.47 -1.01 -0.62
C 0.50 0.77 0.93
H 1.22 -0.48 0.30

Its calculated total energy is -4342.1043 eV. Its frontier orbital gap is 12.9 eV. Its energy relative to the best compared isomer or geometry (same formula, charge and spin) is 0.424 eV. As for the HOMO energy: -0.43082 Eh. As for the SMILES: CC.CC. As for the net charge: 0.

***

C5H10O | ωB97M-V with the def2-TZVPD basis set

Atoms and positions in Å:
C 2.291179 0.097827 0.358197
O 1.187100 -0.746372 0.574834
C 0.147697 -0.453156 -0.317100
C -0.518809 0.948782 -0.271231
C -1.873612 0.293484 0.111823
C -1.195393 -1.106074 0.063486
H 2.134126 1.072631 0.838219
H 2.474565 0.268354 -0.716362
H 3.167154 -0.381293 0.798076
H 0.470671 -0.653846 -1.366170
H -0.115243 1.695011 0.424711
H -0.503848 1.364857 -1.280264
H -2.675972 0.444883 -0.623192
H -2.247511 0.578339 1.103553
H -1.178484 -1.646410 1.017390
H -1.563619 -1.777010 -0.715967

Atoms 1-3, force components in eV/Å:
C 0.28 0.17 0.03
O -0.12 0.01 -0.09
C -0.24 0.08 -0.40

Its calculated total energy is -7393.2660 eV. Its frontier orbital gap is 10.6 eV. Its energy relative to the best compared isomer or geometry (same formula, charge and spin) is 1.499 eV. As for the HOMO energy: -0.34871 Eh. As for the SMILES: COC1CCC1. As for the net charge: 0.

***

C2H8BNO2 | ωB97M-V with the def2-TZVPD basis set

Atoms and positions in Å:
C -0.348722 1.207516 -0.781477
N -0.066196 0.070087 -0.000016
C -1.159351 -0.713187 0.389494
B 1.239147 -0.439400 0.253988
O 2.521394 0.154023 -0.246931
O 1.238121 -1.417039 1.265272
H 0.670388 1.450092 -1.025617
H -1.148224 0.896906 -1.438376
H -0.830353 1.964081 -0.099549
H -1.596151 -1.187792 -0.509528
H -0.955110 -1.457961 1.212829
H -1.869032 -0.127711 0.979458
H 3.227595 -0.463103 -0.202495
H 2.138230 -1.730628 1.562272

Atoms 1-3, force components in eV/Å:
C -0.65 0.42 1.95
N 2.73 -1.57 0.84
C -1.49 -1.40 1.83

Its calculated total energy is -8467.5659 eV. Its frontier orbital gap is 9.1 eV. Its energy relative to the best compared isomer or geometry (same formula, charge and spin) is 0.346 eV. As for the HOMO energy: -0.32151 Eh. As for the SMILES: CN(C)B(O)O. As for the net charge: 0.

***

C18H12ClN3NiO4 | ωB97M-V with the def2-TZVPD basis set

Atoms and positions in Å:
Ni 0.157305 -1.158780 -0.259531
C 1.281706 -2.199741 3.692744
C 1.111970 -2.277709 2.299826
N 0.704772 -1.249977 1.592563
C 0.463162 -0.055589 2.211989
C 0.569780 0.098291 3.599046
C 0.993391 -1.030507 4.336406
C 0.252705 1.354633 4.170779
C -0.142567 2.372850 3.351176
C -0.215398 2.228985 1.948048
C 0.108230 1.026822 1.352371
N 0.122450 0.664853 0.028508
C 0.016505 1.445486 -1.091120
C 0.061478 2.819105 -1.230364
C -0.046942 3.410712 -2.507702
C -0.190257 2.673388 -3.648336
C -0.211176 1.260981 -3.552022
C -0.319275 0.386632 -4.656162
C -0.308030 -0.965818 -4.462380
C -0.189357 -1.475130 -3.158193
N -0.088461 -0.683145 -2.115386
C -0.105143 0.671086 -2.285574
H 1.613304 -3.075587 4.230916
H 1.290011 -3.198864 1.764253
H 1.088032 -0.952775 5.412799
H 0.316362 1.485519 5.242738
H -0.407644 3.330589 3.780507
H -0.553599 3.066182 1.360906
H 0.209663 3.458487 -0.376647
H -0.009995 4.490675 -2.573787
H -0.272992 3.144803 -4.618456
H -0.406997 0.802588 -5.652592
H -0.390579 -1.655667 -5.289684
H -0.188260 -2.537399 -2.956344
O -0.858368 -4.132768 1.260946
Cl -1.304353 -3.559459 0.031375
O -0.074875 -3.096652 -0.728882
O -1.984542 -4.508134 -0.774290
O -2.092018 -2.378968 0.269559

Atoms 1-3, force components in eV/Å:
Ni 0.32 -0.12 -0.59
C 0.01 0.02 0.00
C 0.03 -0.06 -0.03

Its calculated total energy is -85081.2888 eV. Its frontier orbital gap (alpha / beta) is 7.0 / 7.0 eV. Its energy relative to the best compared isomer or geometry (same formula, charge and spin) is 0.000 eV. As for the HOMO energy (alpha / beta): -0.27331 / -0.27317 Eh. As for the net charge: 0.

***

C3H6N2O | ωB97M-V with the def2-TZVPD basis set

Atoms and positions in Å:
H -1.916680 0.679906 -0.268271
N -1.149634 1.210454 0.153691
C -0.074383 1.105251 -0.511818
C 0.005654 0.446714 -1.802925
N 0.011360 -0.023638 -2.860275
H 0.827430 1.592719 -0.144588
H -1.286173 0.107134 1.656264
H -1.019004 -0.566803 1.828278
C 1.150283 -1.133265 0.476689
O 0.608053 -1.448123 1.504969
H 0.857468 -1.563074 -0.498077
H 1.985624 -0.407276 0.466062

Atoms 1-3, force components in eV/Å:
H 0.04 0.19 -0.08
N 0.26 0.24 -0.59
C -0.34 0.50 -0.01

Its calculated total energy is -8232.2855 eV. Its frontier orbital gap is 10.0 eV. Its energy relative to the best compared isomer or geometry (same formula, charge and spin) is 4.413 eV. As for the HOMO energy: -0.38999 Eh. As for the SMILES: [H]/N=C\C#N.[H][H].C=O. As for the net charge: 0.

***

CH4F2Si | ωB97M-V with the def2-TZVPD basis set

Atoms and positions in Å:
C -0.869135 0.317183 -1.291461
F -1.802954 -0.140517 -2.267916
F 0.455941 -0.854676 2.744199
Si 2.102707 -1.042497 2.447339
H -1.008582 1.300707 -0.897471
H -0.698862 -0.348762 -0.452295
H -0.005243 0.514600 -2.020345
H 1.826128 0.253963 1.737949

Atoms 1-3, force components in eV/Å:
C 1.88 0.29 -3.13
F -0.15 0.40 1.71
F 0.82 -1.11 0.43

Its calculated total energy is -14412.9841 eV. Its frontier orbital gap is 8.6 eV. Its energy relative to the best compared isomer or geometry (same formula, charge and spin) is 4.977 eV. As for the HOMO energy: -0.35216 Eh. As for the net charge: 0.

***

C3H3N4O4 | ωB97M-V with the def2-TZVPD basis set

Atoms and positions in Å:
O 2.853349 0.826132 1.039224
N 2.179664 0.775869 0.046258
O 2.475162 0.930367 -1.119022
C 0.818141 0.376504 0.198483
N -0.072971 1.148099 1.385023
C -1.306416 0.558244 1.245861
N -1.388814 -0.310407 0.071597
C -0.144201 -0.340346 -0.442024
N 0.037232 -1.341063 -1.503173
O -0.961094 -1.975994 -1.672214
O 1.089511 -1.447737 -2.028306
H -1.261187 0.105215 2.265689
H -2.078030 1.311483 0.958435
H -2.240347 -0.616366 -0.445833

Atoms 1-3, force components in eV/Å:
O -0.15 0.26 -0.17
N 0.85 -0.88 -0.59
O 0.18 0.39 0.21

Its calculated total energy is -17291.2796 eV. Its frontier orbital gap (alpha / beta) is 7.8 / 7.8 eV. Its energy relative to the best compared isomer or geometry (same formula, charge and spin) is 3.233 eV. As for the HOMO energy (alpha / beta): -0.59187 / -0.59200 Eh. As for the SMILES: O=[N+]([O-])C1=NC[NH+]=C1[N+](=O)[O-]. As for the net charge: +1.

***

ClHNO2P | ωB97M-V with the def2-TZVPD basis set

Atoms and positions in Å:
N 0.356065 2.129978 0.529516
O 1.523881 1.841515 0.550411
O -0.583489 1.454918 0.482232
P -0.709662 -2.225358 -1.144663
Cl 0.703532 -0.979469 -0.437731
H -1.290327 -2.221584 0.020236

Atoms 1-3, force components in eV/Å:
N 2.52 0.29 0.07
O -0.33 0.64 0.02
O -2.32 -0.69 -0.01

Its calculated total energy is -27407.7774 eV. Its frontier orbital gap (alpha / beta) is 8.9 / 6.9 eV. Its energy relative to the best compared isomer or geometry (same formula, charge and spin) is 2.637 eV. As for the HOMO energy (alpha / beta): -0.37740 / -0.31745 Eh. As for the net charge: 0.

***

C4H11NS | ωB97M-V with the def2-TZVPD basis set

Atoms and positions in Å:
N 0.994278 -1.644595 0.390816
C 0.760797 -1.057415 -0.945297
C 0.514480 0.493730 -0.937190
C 0.128104 1.044687 0.412348
C -1.156785 0.468135 1.110977
S -2.493612 0.628596 -0.044297
H 1.904251 -1.615540 0.833439
H 0.766617 -2.628012 0.336713
H -0.160698 -1.483644 -1.352550
H 1.494885 -1.213490 -1.757910
H -0.283167 0.611196 -1.700142
H 1.297435 1.102837 -1.466887
H 1.019470 0.828717 1.029243
H 0.062816 2.139470 0.420518
H -1.211713 -0.579033 1.430845
H -1.033553 0.946834 2.086150
H -2.603597 1.957534 0.153230

Atoms 1-3, force components in eV/Å:
N -0.32 -0.59 -0.59
C 0.32 1.19 -0.18
C -0.50 -0.06 -1.82

Its calculated total energy is -16650.6822 eV. Its frontier orbital gap is 9.7 eV. Its energy relative to the best compared isomer or geometry (same formula, charge and spin) is 1.111 eV. As for the HOMO energy: -0.32257 Eh. As for the SMILES: NCCCCS. As for the net charge: 0.

***

C14H28CaN6O6 | ωB97M-V with the def2-TZVPD basis set

Atoms and positions in Å:
O -2.693967 3.860570 -1.733597
H -2.048768 3.883434 -0.994253
Ca -0.015170 -0.118365 -0.021555
N -1.798228 -0.214471 -1.267807
N -1.582550 0.102161 1.511720
N 1.615330 -0.372253 -1.427192
N 1.664644 -0.349501 1.379401
O -1.771753 -0.790037 -2.418644
O 1.469918 -0.394187 -2.862405
O 1.570548 -0.269536 2.788453
O -1.275289 0.248400 2.782229
C -2.732676 0.478554 0.901095
C -2.860368 0.259944 -0.570183
C 2.702628 -0.777076 -0.815485
C 2.728542 -0.766842 0.733200
C -4.033560 0.550202 -1.422952
H -3.705564 1.246801 -2.208308
H -4.816908 0.964923 -0.798344
H -4.294743 -0.419614 -1.870816
C -3.775004 1.039559 1.785130
H -3.356833 1.940244 2.257861
H -3.937687 0.275042 2.558147
H -4.662089 1.243137 1.188661
C 3.898567 -1.217854 -1.586751
C 3.975248 -1.153627 1.451015
H 3.748776 -0.850191 -2.610740
H 3.914218 -2.315454 -1.566192
H 4.778874 -0.781404 -1.105741
H 3.665970 -1.374830 2.479988
H 4.638114 -0.277746 1.426765
H 4.409684 -2.013688 0.932857
H 0.635416 0.118517 -3.017599
H 0.604525 0.007867 2.899832
C 0.451967 2.269649 0.274184
H 0.144652 3.225702 -0.168757
H 1.429880 1.805927 -0.004593
H 0.199559 2.084797 1.340500
O -0.447273 2.235156 -4.166982
H -1.192750 2.809342 -3.887112
H 0.074464 2.116943 -3.353433
C -0.350955 -5.548330 -1.844762
C -0.343471 -4.502302 -0.814852
C -0.464767 -4.641545 0.564015
C -0.385948 -3.350456 1.099643
N -0.243133 -2.463098 0.098932
N -0.205467 -3.193146 -1.049398
C -0.436405 -3.002754 2.523068
H 0.466324 -6.259737 -1.629046
H -1.294740 -6.116971 -1.765727
H -0.238954 -5.146277 -2.863446
H -0.579309 -5.554053 1.124590
H -0.132614 -2.725069 -1.949709
H -1.385890 -3.362507 2.947793
H 0.368451 -3.537940 3.052285
H -0.355063 -1.932476 2.732284

Atoms 1-3, force components in eV/Å:
O 0.34 -0.04 0.18
H -0.33 -0.06 -0.21
Ca -2.19 -0.42 0.21

Its calculated total energy is -54625.4154 eV. Its frontier orbital gap (alpha / beta) is 3.7 / 4.3 eV. Its energy relative to the best compared isomer or geometry (same formula, charge and spin) is 5.694 eV. As for the HOMO energy (alpha / beta): -0.21892 / -0.21850 Eh. As for the net charge: 0.

***

C10H7ClN2O2 | ωB97M-V with the def2-TZVPD basis set

Atoms and positions in Å:
O -0.347680 -2.950103 1.230645
C -0.370134 -1.817009 0.770158
N -1.568590 -1.077253 0.866359
C -2.066274 0.074208 0.537769
N -3.353638 0.262137 0.612381
O -3.578533 1.637049 0.428418
C -2.442328 2.055174 0.104337
C -1.423898 1.232139 -0.099310
H -0.426150 1.300486 -0.344133
H -2.280401 3.151518 -0.412964
H -2.532508 -1.528500 1.313865
C 0.491534 -0.931211 0.056868
C 1.502971 -0.517607 0.862653
C 2.560488 0.435427 0.435218
C 2.720351 0.321940 -1.103181
C 1.780945 -0.401991 -1.651312
C 0.821539 -1.216152 -1.165185
H 0.064588 -1.660747 -1.761543
H 2.104958 -0.280217 -2.909654
H 3.530953 0.921594 -1.289522
Cl 3.585513 1.221165 1.316919
H 1.226292 -0.232054 2.201218

Atoms 1-3, force components in eV/Å:
O 1.06 1.79 -1.03
C -4.99 -0.74 1.37
N -4.19 -5.70 3.50

Its calculated total energy is -30072.6245 eV. Its frontier orbital gap is 9.4 eV. Its energy relative to the best compared isomer or geometry (same formula, charge and spin) is 7.196 eV. As for the HOMO energy: -0.34344 Eh. As for the net charge: 0.

***

Number 9 is which compound?
ClHNO2P

***

Among the records above, which one has the highest net charge?
C3H3N4O4